Density functional theory data (ωB97M-V/def2-TZVPD) for a molecular structure, C33H57InN3O5Si in a non-equilibrium geometry.

Output
* energy relative to the best compared isomer or geometry (same formula, charge and spin): 0.0 kcal/mol
* Kohn-Sham gap (spin up / spin down): 0.2062 / 0.2335 Eh
* DFT total energy: -62894.2490 eV
* total charge: +1

The geometry in XYZ format:
```
100
Properties=species:S:1:pos:R:3:forces:R:3:mulliken_charge:R:1
In -1.12096 -1.96034 -0.22173 -1.389 0.402 -1.735 1.1743
Si -1.59558 0.17299 -3.83810 0.200 0.267 0.098 0.0433
O -1.31766 3.03570 -0.17703 0.240 -0.083 1.026 -0.1884
O 0.29123 2.89661 -2.39819 0.593 0.854 -0.573 -0.2420
O -1.33529 -4.14895 0.18917 0.414 0.053 1.564 -0.5973
O -2.11098 -4.18407 2.24942 0.486 0.262 -0.074 -0.6898
O -1.23126 -1.39321 1.82281 0.998 -0.209 1.564 -0.7027
N -1.17691 -4.05685 1.45761 -0.520 -1.769 -0.515 0.9668
N -0.55757 -1.71492 2.94233 -0.587 -1.763 -0.611 1.8488
N 0.96422 -2.70479 0.07534 0.785 -0.739 1.531 0.5941
C 2.94683 -0.72374 0.70509 0.164 0.350 0.315 -0.9676
C -0.83314 -0.79794 4.01840 0.129 0.745 0.287 -0.6475
C -2.81412 1.90697 1.50999 -0.099 -0.046 -0.090 -1.4208
C 1.60362 2.76713 -2.97224 -0.522 0.004 -0.101 0.2128
C -0.19962 2.63571 0.62896 -0.317 -0.329 -0.406 1.5423
C 2.53480 -4.27816 1.04351 0.377 -0.513 0.669 -1.5342
C -1.42935 1.20871 5.80438 0.107 0.138 0.032 -0.8913
C -2.62311 2.55446 0.14839 -0.117 0.120 -0.488 0.0508
C 2.35479 -2.16767 -3.30628 0.382 0.167 0.066 -0.7667
C -2.42395 0.32934 5.38610 0.114 -0.134 0.142 -0.7978
C -0.50824 3.98407 -2.90404 0.154 -0.598 -0.087 -0.1058
C 1.71963 -2.81215 -2.25056 -0.364 0.302 0.614 1.4234
C 3.20618 -1.08978 -3.07114 -0.017 0.045 0.041 -1.0829
C -3.23158 -1.64967 4.08693 -0.502 -0.261 0.031 -1.5124
C 0.21036 -3.85642 2.04649 -1.261 -0.762 -0.547 -1.1529
C -3.06685 1.33215 -3.96174 -0.131 -0.139 -0.040 -1.0592
C 1.87907 -2.30062 -0.94400 0.795 0.355 -1.030 -1.0180
C 0.05141 5.34152 -2.55240 -0.094 0.104 0.034 -1.2533
C 2.66456 2.88291 -1.90133 0.246 0.161 0.069 -1.1835
C 0.06287 -2.86112 3.13055 -0.739 2.386 0.243 0.5518
C 3.44209 -0.64974 -1.76715 -0.007 -0.291 -0.095 -1.0309
C -0.93706 0.30770 -2.06675 -0.200 1.251 0.187 2.7973
C 1.59255 -0.09686 3.93694 0.388 0.111 -0.219 -1.5764
C 0.18687 0.06601 4.42517 -0.138 0.133 0.040 1.4648
C -2.05690 -1.60665 -4.22539 -0.182 -0.031 -0.004 -0.9627
C -0.28850 0.67599 -5.08947 0.081 0.107 -0.062 -0.8561
C 0.59695 3.85831 1.02299 0.159 0.125 0.106 -1.5265
C 0.50633 -3.16216 4.50058 0.468 -0.482 0.931 -1.8090
C 1.23099 -3.56467 0.99712 0.780 1.339 -1.768 0.5709
C 0.80943 -3.97165 -2.53200 -0.174 -0.394 -0.370 -1.4667
C 2.78331 -1.24325 -0.69007 -0.579 -0.338 -0.160 1.2645
C -2.14340 -0.71082 4.50024 0.077 0.300 -0.137 1.0523
C -0.12958 1.08968 5.31869 -0.134 -0.285 0.049 -0.9944
H 1.64406 -0.82099 3.11763 0.159 0.270 0.202 -0.1411
H 1.17647 -4.50470 -3.42251 -0.173 0.139 0.284 0.5710
H 1.34664 3.59058 1.78127 -0.081 0.102 -0.183 0.3191
H -2.32068 0.93030 1.57953 -0.004 0.200 0.077 0.1201
H -3.82408 -1.23329 3.26295 0.185 -0.055 0.071 0.2140
H -0.07924 1.75293 -5.04657 -0.040 -0.230 -0.029 0.1847
H -1.73098 -0.03983 -1.36863 0.473 0.309 -0.557 -0.0493
H 2.08181 -0.11386 1.01286 0.156 -0.200 -0.106 -0.1017
H -3.31987 1.52397 -5.01303 -0.027 -0.035 0.217 0.3775
H -0.49963 2.05402 1.51721 -0.005 0.313 -0.323 0.0845
H 1.76543 3.53172 -3.75445 -0.093 -0.337 0.224 0.4461
H -2.86656 2.29639 -3.47758 0.013 -0.207 -0.116 0.2509
H 3.06828 -1.53337 1.43736 -0.049 0.238 -0.126 0.4164
H 3.69353 -0.59118 -3.90877 -0.095 -0.131 0.215 0.4283
H -1.48996 3.84061 -2.44013 0.246 0.054 -0.095 -0.0444
H 2.24949 -0.44679 4.74707 -0.136 0.122 -0.180 0.3714
H 2.00084 0.85797 3.57402 -0.116 -0.280 0.114 0.4830
H -3.92023 -1.79521 4.92872 0.152 0.022 -0.183 0.5527
H 0.00202 -0.25769 -1.96186 -0.128 -0.051 0.128 -0.9532
H 2.51741 2.13867 -1.10965 -0.053 0.124 -0.121 -0.0165
H 1.01804 5.51663 -3.03667 -0.118 0.045 0.140 0.3155
H 0.66440 1.77159 5.62780 -0.299 -0.153 0.003 0.5216
H -0.64995 6.10434 -2.90161 0.137 0.040 0.022 0.4345
H 2.58725 -4.84239 1.98452 0.254 0.017 -0.332 0.5706
H 0.41138 1.97166 -0.00347 0.015 0.073 0.220 -0.7858
H -2.59130 -2.08061 -3.38940 0.070 0.053 -0.230 0.2660
H 0.76454 -4.70010 -1.71254 -0.067 0.244 -0.146 0.2108
H 2.17351 -2.52938 -4.32185 0.149 0.130 0.313 0.4154
H 1.29967 -2.47849 4.83789 -0.252 -0.269 -0.054 0.1376
H -0.05684 4.63694 1.43864 0.146 -0.227 -0.075 0.3477
H 1.11336 4.26227 0.14588 -0.113 0.004 0.255 0.1301
H 0.65389 0.14168 -4.90886 -0.129 0.070 -0.059 0.2157
H -3.94358 0.88610 -3.47354 0.085 0.129 -0.107 0.3298
H -0.61887 0.43659 -6.11177 0.059 0.050 0.261 0.4631
H -0.21658 -3.63782 -2.76531 0.278 -0.136 0.189 0.1126
H -3.44666 0.43035 5.75442 0.334 -0.024 -0.020 0.5006
H 0.15142 5.43870 -1.46645 0.023 0.015 -0.209 0.2297
H 4.14285 0.16506 -1.57008 -0.252 -0.245 -0.112 0.5012
H 0.45641 -4.81485 2.52151 -0.187 0.185 -0.155 1.2203
H 3.83339 -0.08166 0.78352 -0.210 -0.151 -0.055 0.5414
H 3.65002 2.71251 -2.34880 -0.052 0.016 0.079 0.4763
H 2.61783 -4.98887 0.20391 -0.037 0.278 0.237 0.2657
H -0.33390 -3.08525 5.21142 0.273 0.066 -0.272 0.2759
H -2.89612 1.85835 -0.65947 -0.153 -0.049 0.263 0.0996
H 1.65377 1.77203 -3.44525 0.032 0.295 0.062 -0.2879
H -1.16036 -2.20390 -4.45127 -0.228 0.138 0.041 0.2201
H -0.71201 1.38792 -1.79923 -0.290 -1.379 -0.427 -1.6713
H 0.88346 -4.18824 4.55243 0.019 0.221 0.041 0.5875
H -2.45747 2.56155 2.31173 -0.057 -0.134 -0.031 0.3658
H -0.62533 3.87341 -3.99823 0.062 0.052 0.261 0.4238
H -3.28686 3.42582 0.04060 0.113 -0.221 0.146 0.3892
H -3.88315 1.73536 1.66656 0.068 0.064 -0.045 0.5034
H 3.38826 -3.58403 1.00483 -0.344 -0.252 -0.148 0.2957
H -1.66168 1.98514 6.53463 0.014 -0.156 -0.292 0.4310
H 2.66757 3.88229 -1.44916 -0.015 -0.216 -0.085 0.3397
H -2.87815 -2.63524 3.76980 0.022 0.261 0.041 0.1742
H -2.71344 -1.62550 -5.11018 0.205 -0.114 0.240 0.3974
```
Forces are in eV/Å.